Computed, not measured: one molecule with the formula C3H5N3O at a distorted geometry, with ωB97M-V/def2-TZVPD.

Structure (XYZ):
```
12
Properties=species:S:1:pos:R:3:lowdin_charge:R:1
N 1.67 -0.99 0.21 0.06
N 0.47 -0.46 -0.24 -0.17
N -0.74 -1.00 -0.05 0.02
C -1.64 0.06 -0.03 -0.08
C -0.95 1.23 0.16 0.01
C 0.44 0.89 -0.03 -0.45
O 1.38 1.75 -0.21 -0.03
H 2.06 -0.51 1.01 0.08
H 2.47 -1.22 -0.55 0.16
H -1.00 -1.81 -0.66 0.16
H -2.78 -0.10 0.06 0.15
H -1.39 2.15 0.33 0.09
```

The energy comes out at -9706.9821 eV. The value obtained for the LUMO energy is 0.76 eV. The calculation puts the energy relative to the best compared isomer or geometry (same formula, charge and spin) at 3.6017 eV. The value obtained for the HOMO-LUMO gap is 9.358 eV. The calculation puts the HOMO energy at -8.596 eV.

Computed, not measured: one molecule with the formula C2H4ClFS at a distorted geometry, with ωB97M-V/def2-TZVPD.

Structure (XYZ):
```
9
Properties=species:S:1:pos:R:3:lowdin_charge:R:1
C 0.25 -0.38 0.43 -0.09
C -1.38 -0.03 0.39 -1.27
F -1.74 0.11 1.68 -0.10
S -1.78 1.61 -0.38 0.73
Cl -2.21 -1.33 -0.34 0.68
H 0.34 -0.92 -0.51 0.04
H 1.07 0.32 0.64 0.07
H 0.27 -1.01 1.36 0.08
H -0.79 1.79 -1.25 -0.15
```

The energy comes out at -28213.2019 eV. The value obtained for the LUMO energy is 0.69 eV. The calculation puts the energy relative to the best compared isomer or geometry (same formula, charge and spin) at 0.7470 eV. The value obtained for the HOMO-LUMO gap is 10.373 eV. The calculation puts the HOMO energy at -9.681 eV.

Computed, not measured: C32H36N3O4S as an isolated structure at a distorted geometry, with ωB97M-V/def2-TZVPD.

Structure (XYZ):
```
76
Properties=species:S:1:pos:R:3:lowdin_charge:R:1
C 2.39 -0.21 4.49 -0.24
S 2.63 0.25 2.76 1.08
C 3.22 -1.37 2.17 -0.24
C 1.03 0.41 1.90 -0.34
C -0.03 0.83 2.87 -0.45
C -1.39 0.18 2.93 -0.15
C -1.60 -1.22 3.03 -0.03
C -2.87 -1.71 3.40 -0.07
C -3.94 -0.84 3.65 -0.07
C -3.73 0.54 3.53 -0.06
C -2.47 1.03 3.21 -0.03
O 0.17 1.77 3.64 -0.02
H 3.32 0.04 5.01 0.07
H 1.57 0.38 4.91 0.05
H 2.21 -1.29 4.58 0.06
H 4.17 -1.20 1.66 0.05
H 3.40 -2.00 3.05 0.06
H 2.51 -1.88 1.50 0.07
H 0.81 -0.55 1.48 0.06
H -0.78 -1.91 2.88 0.10
H -3.04 -2.78 3.51 0.11
H -4.92 -1.21 3.94 0.11
H -4.54 1.25 3.70 0.11
H -2.27 2.10 3.24 0.09
C -0.44 8.83 -0.09 0.00
N -0.40 7.57 0.61 -0.04
C -1.34 7.26 1.55 -0.36
O -2.19 8.04 1.99 0.10
C -1.08 5.83 2.02 -0.15
C -2.32 4.94 1.91 -0.08
C -3.40 5.38 2.86 -0.25
C -4.66 5.73 2.38 -0.04
C -5.62 6.29 3.24 -0.06
C -5.32 6.42 4.61 -0.08
C -4.09 5.98 5.11 -0.07
C -3.14 5.43 4.24 -0.04
N 0.02 5.41 1.15 0.06
C 0.52 4.15 1.26 0.04
C 1.42 3.61 0.36 -0.06
C 1.91 2.31 0.33 0.02
C 2.95 1.94 -0.60 -0.17
C 3.50 2.86 -1.54 0.09
C 4.54 2.50 -2.43 -0.14
N 4.97 3.42 -3.42 -0.31
O 5.86 3.03 -4.23 0.08
O 4.47 4.56 -3.49 0.07
C 5.10 1.22 -2.39 0.04
C 4.56 0.29 -1.50 -0.03
C 3.50 0.63 -0.67 -0.01
C 0.42 6.44 0.16 -0.45
C 0.00 6.02 -1.27 0.02
C 1.91 6.84 0.19 0.02
H -1.17 9.47 0.38 0.10
H 0.54 9.32 -0.05 0.10
H -0.71 8.70 -1.15 0.10
H -0.72 5.85 3.08 0.17
H -2.70 4.98 0.88 0.13
H -2.02 3.91 2.12 0.10
H -4.87 5.61 1.32 0.11
H -6.57 6.62 2.84 0.11
H -6.06 6.86 5.28 0.11
H -3.86 6.07 6.17 0.11
H -2.17 5.08 4.61 0.11
H 0.15 3.59 2.15 0.15
H 1.81 4.27 -0.41 0.05
H 1.43 1.51 1.08 -0.01
H 3.16 3.89 -1.62 0.11
H 5.91 0.98 -3.05 0.13
H 4.98 -0.72 -1.46 0.12
H 3.05 -0.15 -0.03 0.08
H -1.09 5.87 -1.31 0.11
H 0.28 6.82 -1.97 0.09
H 0.51 5.09 -1.57 0.08
H 2.12 7.34 1.14 0.11
H 2.56 5.96 0.08 0.07
H 2.10 7.54 -0.64 0.10
```

The energy comes out at -57251.6730 eV. The value obtained for the LUMO energy is -4.40 eV. Its charge is +1. The value obtained for the HOMO-LUMO gap is 6.461 eV. The calculation puts the HOMO energy at -10.859 eV.

Computed, not measured: H4O2Tl as an isolated structure at a distorted geometry, with ωB97M-V/def2-TZVPD.

Structure (XYZ):
```
7
Properties=species:S:1:pos:R:3:lowdin_charge:R:1
Tl -35.76 -19.94 -2.79 1.79
O -33.00 -18.91 -2.32 0.20
H -32.67 -18.34 -1.56 0.20
H -32.17 -19.29 -2.74 0.20
O -37.51 -20.67 -5.08 0.20
H -37.77 -21.65 -5.13 0.19
H -38.18 -20.20 -5.67 0.21
```

The energy comes out at -8807.7395 eV. The value obtained for the LUMO energy is -23.45 eV. The calculation puts the energy relative to the best compared isomer or geometry (same formula, charge and spin) at 1.7791 eV. Its charge is +3. The value obtained for the HOMO-LUMO gap is 3.764 eV. The calculation puts the HOMO energy at -27.212 eV.

Q: Among the records above, which one has the lowest energy?
A: C32H36N3O4S